Record 1
{"formula": "C4H2ClO2", "method": "ωB97M-V/def2-TZVPD", "e_above_lowest_ev": 3.3684, "charge": -1, "gap_ev": 6.6, "species": ["C", "C", "C", "C", "O", "O", "Cl", "H", "H"], "coordinates": [[-1.61897, 0.93229, 0.72875], [-2.99848, 0.91784, 0.87426], [-2.06982, 1.50657, 1.87374], [0.16500, 0.49083, -0.34055], [-4.15939, 0.61254, 0.66653], [-1.80409, 2.07248, 2.93211], [-0.12123, 0.58155, -2.07627], [0.58436, -0.39590, 0.03377], [0.67613, 1.28137, 0.15299]], "forces_ev_per_angstrom": [[2.260, -1.277, -2.635], [-0.641, -0.543, 0.348], [1.337, 1.046, 1.318], [-3.496, 1.292, 1.789], [0.010, 0.016, -0.567], [-0.513, -0.070, 0.031], [0.397, 0.007, 0.466], [0.115, -1.565, -0.160], [0.531, 1.093, -0.590]], "lowdin_charge": [0.08, -0.41, -0.44, -0.55, -0.02, -0.05, 0.43, -0.02, -0.01]}

---

Record 2
{"formula": "C4H2ClOS", "method": "ωB97M-V/def2-TZVPD", "e_above_lowest_ev": 0.3747, "charge": -1, "gap_ev": 5.0, "species": ["C", "C", "C", "C", "O", "S", "Cl", "H", "H"], "coordinates": [[0.38241, -0.34880, -1.56736], [-0.55885, 0.60231, 1.67455], [-0.29579, 1.88743, 1.67201], [-0.03499, -0.27467, -0.43977], [-0.17351, -0.47821, 0.84305], [-0.26500, 3.47775, 1.60068], [1.64543, -0.43403, -4.94238], [0.42175, -0.17715, -2.60117], [-1.13443, 0.40875, 2.55939]], "forces_ev_per_angstrom": [[-1.012, 0.656, 0.893], [0.422, -0.056, -0.351], [0.121, 1.451, -1.333], [0.920, -0.140, -0.569], [-0.853, 1.080, 2.143], [0.147, -1.682, 0.233], [-0.107, 0.039, 0.097], [0.605, -0.237, -1.287], [-0.244, -1.111, 0.174]], "lowdin_charge": [0.14, -0.18, -0.62, -0.24, -0.02, 0.72, -0.82, -0.08, 0.11]}

---

Record 3
{"formula": "C4H2CuO2", "method": "ωB97M-V/def2-TZVPD", "s2": 2.032, "spin_multiplicity": 3, "charge": 1, "gap_ev": [8.3, 6.7], "species": ["H", "C", "C", "C", "C", "H", "O", "O", "Cu"], "coordinates": [[-1.49090, 2.22794, -0.02036], [-0.64779, 1.55407, -0.12404], [0.05743, 0.58342, 0.25881], [2.44669, -0.44999, 0.10859], [1.36549, 0.09394, 0.13620], [3.38038, -0.97356, 0.22879], [-2.40186, -1.18263, 0.30850], [-1.03515, -1.26324, 0.39631], [-1.67429, -0.58995, -1.29282]], "forces_ev_per_angstrom": [[0.450, 0.011, -0.232], [-0.458, -1.974, 1.354], [1.202, 3.459, -2.340], [-0.782, 0.214, 0.434], [0.198, -1.176, 0.633], [-0.214, 0.319, -0.314], [4.057, -0.831, 1.336], [-5.002, -1.127, 0.567], [0.549, 1.105, -1.437]], "lowdin_charge": [0.09, 0.20, -0.17, 0.21, -0.12, 0.07, -0.02, -0.05, 0.80]}

---

Record 4
{"formula": "C4H2CuO2", "method": "ωB97M-V/def2-TZVPD", "e_above_lowest_ev": 0.0000, "s2": 0.788, "spin_multiplicity": 2, "charge": 2, "gap_ev": [8.5, 7.3], "species": ["H", "O", "C", "C", "C", "C", "O", "Cu", "H"], "coordinates": [[0.71327, 2.20566, -1.70840], [2.27551, 2.71858, 0.52418], [1.41470, 2.29559, -0.09357], [0.82294, 1.31000, -0.90725], [-0.02709, 0.47147, -0.37126], [-0.90459, -0.35217, 0.23111], [-0.72561, -1.59554, 0.45937], [-1.42871, -2.94888, 1.03716], [-1.78070, 0.16952, 0.65414]], "forces_ev_per_angstrom": [[-0.575, -3.076, -0.766], [-2.831, 0.361, -1.581], [5.092, -1.647, 3.780], [-1.735, 4.792, -0.958], [0.803, -0.004, -0.994], [-0.837, -0.836, 1.251], [2.421, 5.377, -2.403], [-2.365, -4.818, 1.991], [0.027, -0.147, -0.321]], "lowdin_charge": [0.25, 0.43, 0.05, 0.08, 0.23, -0.12, -0.07, 0.95, 0.18]}

---

Record 5
{"formula": "C4H2ErO5", "method": "ωB97M-V/def2-TZVPD", "s2": 6.016, "spin_multiplicity": 5, "charge": 2, "gap_ev": [2.9, 7.3], "species": ["C", "O", "O", "O", "C", "O", "Er", "H", "O", "C", "C", "H"], "coordinates": [[-1.22639, -0.00463, 4.34274], [-0.97890, -0.06748, 5.46413], [-1.47927, 0.02336, 3.20505], [-1.22929, -0.73998, -0.27363], [-0.22084, -0.75294, -0.94966], [0.42641, 0.36097, -1.20972], [-2.97181, 0.53961, 1.04148], [0.16721, -1.66294, -1.43661], [1.52127, 0.76340, -4.18835], [1.60838, 0.73236, -3.03180], [1.75886, 0.27613, -1.78591], [2.62437, 0.53214, -1.17771]], "forces_ev_per_angstrom": [[0.675, -0.396, 2.867], [-0.255, 0.185, -1.338], [-0.897, 0.407, -2.035], [-1.963, 0.583, 1.115], [1.182, 0.391, -0.829], [-1.152, -0.981, 2.701], [1.446, -0.903, -0.176], [-0.130, 0.110, 0.356], [0.289, 0.706, -1.798], [0.368, -1.003, -1.052], [0.842, 1.581, -0.437], [-0.406, -0.680, 0.626]], "lowdin_charge": [-0.34, 0.33, 0.08, -0.07, -0.29, 0.04, 1.76, 0.19, 0.24, -0.13, 0.04, 0.15]}

---

Record 6
{"formula": "C4H2F2", "method": "ωB97M-V/def2-TZVPD", "e_above_lowest_ev": 3.8056, "charge": 0, "gap_ev": 9.4, "species": ["C", "C", "C", "C", "F", "F", "H", "H"], "coordinates": [[0.76994, -2.75541, -0.11163], [0.77123, -1.53433, 0.07482], [0.26178, -0.02907, -0.03773], [1.67003, 0.05973, 0.04681], [2.43590, 0.42049, 1.12625], [2.27782, 0.27472, -1.08790], [-0.26092, -0.06010, -1.03873], [-0.33315, 0.52016, 0.73624]], "forces_ev_per_angstrom": [[0.261, -2.254, -0.267], [0.474, 5.854, 1.155], [-2.354, -1.083, 0.317], [0.928, -1.373, 0.026], [-1.917, -0.827, -2.127], [1.037, -0.015, 0.232], [1.127, 0.922, 0.997], [0.445, -1.223, -0.333]], "lowdin_charge": [0.06, -0.24, -0.04, -0.39, 0.14, 0.18, 0.15, 0.14]}

---

Record 7
{"formula": "C4H2F2O", "method": "ωB97M-V/def2-TZVPD", "e_above_lowest_ev": 8.7315, "charge": 0, "gap_ev": [6.8, 6.8], "species": ["C", "C", "C", "C", "O", "F", "F", "H", "H"], "coordinates": [[1.31116, 1.77724, -0.11634], [0.48750, 0.85534, 0.15604], [-0.26787, -0.22130, 0.74481], [0.81119, -0.69392, -0.00711], [-2.04768, 0.09435, -0.90366], [0.80838, -1.19403, -1.23323], [1.87283, -1.14633, 0.64655], [-0.69067, -0.47138, 1.70169], [-2.28486, 1.00003, -0.98876]], "forces_ev_per_angstrom": [[0.672, 0.710, -0.418], [-1.027, -1.776, 1.928], [-2.520, 2.202, -2.375], [1.671, -0.359, -1.876], [1.804, -2.777, 1.415], [-0.413, 0.151, 0.701], [-0.007, -0.173, 0.114], [-0.230, 0.312, 0.053], [0.051, 1.711, 0.459]], "lowdin_charge": [0.27, -0.24, 0.18, -0.49, -0.16, 0.18, 0.17, 0.14, -0.05]}

---

Record 8
{"formula": "C4H2F2O", "method": "ωB97M-V/def2-TZVPD", "e_above_lowest_ev": 2.9581, "s2": 2.075, "spin_multiplicity": 3, "charge": 0, "gap_ev": [9.3, 7.5], "species": ["C", "C", "C", "C", "O", "F", "F", "H", "H"], "coordinates": [[-0.09125, -2.70832, -0.42097], [0.44040, -1.58782, -0.74164], [-0.14553, 0.77075, 0.09609], [0.85067, -0.34577, -0.45915], [-1.49254, 0.53188, 0.01923], [2.10160, 0.04149, -0.64219], [-0.12192, 1.40018, 1.55186], [0.15019, 1.73972, -0.31084], [-1.69164, 0.15788, 0.90761]], "forces_ev_per_angstrom": [[1.121, 2.715, -1.485], [-1.315, -3.889, 1.752], [0.247, 1.930, 1.014], [-1.736, 2.303, 1.931], [0.832, -1.004, 0.185], [0.032, 0.273, -0.222], [1.211, -2.124, -1.530], [-0.168, -0.401, -0.859], [-0.224, 0.198, -0.786]], "lowdin_charge": [0.30, -0.11, -0.20, -0.24, 0.02, 0.10, -0.14, 0.14, 0.13]}

---

Record 9
{"formula": "C4H2F3N", "method": "ωB97M-V/def2-TZVPD", "e_above_lowest_ev": 0.0000, "smiles": "N#CC(CF)=C(F)F", "charge": 0, "gap_ev": 11.1, "species": ["N", "C", "C", "C", "F", "C", "F", "F", "H", "H"], "coordinates": [[1.20175, 2.52422, -0.19653], [0.61694, 1.53150, -0.07414], [-0.06930, 0.27524, 0.07483], [0.75867, -0.95595, 0.27693], [1.59108, -1.14554, -0.80872], [-1.39092, 0.20154, -0.17059], [-2.15738, 1.19409, -0.46029], [-2.05935, -0.91926, -0.16912], [0.09281, -1.84538, 0.37816], [1.41571, -0.86045, 1.14947]], "forces_ev_per_angstrom": [[-0.616, -1.050, 0.151], [0.278, 0.832, 0.022], [-0.495, 0.208, -0.508], [-0.374, -0.638, 0.498], [-0.007, -0.047, -0.259], [1.413, -0.345, 0.130], [-0.372, 0.598, -0.054], [-0.143, -0.158, 0.098], [0.591, 0.624, -0.008], [-0.275, -0.023, -0.071]], "lowdin_charge": [0.17, -0.17, -0.13, -0.16, -0.03, -0.34, 0.21, 0.18, 0.13, 0.13]}

---

Record 10
{"formula": "C4H2FN3O2S", "method": "ωB97M-V/def2-TZVPD", "e_above_lowest_ev": 4.4064, "charge": 0, "gap_ev": 7.4, "species": ["C", "C", "C", "C", "N", "N", "N", "O", "O", "F", "S", "H", "H"], "coordinates": [[0.09931, -0.06915, -1.05028], [2.45669, 1.12696, -0.98676], [-2.37311, -0.12647, 1.73180], [-1.12351, -0.63247, 0.95428], [0.89434, -0.85800, -1.46021], [1.90753, -1.14221, -2.02740], [-0.97017, 0.08976, -0.22686], [-2.98630, 0.81849, 1.32654], [-0.36115, -1.47423, 1.36394], [2.92937, 2.24269, -0.49920], [3.32534, -0.14925, -1.56995], [-2.39976, -0.83437, 2.60310], [-1.39858, 1.00826, -0.15900]], "forces_ev_per_angstrom": [[-1.129, 1.109, 0.468], [-0.616, -0.871, 0.231], [1.684, -1.213, -0.590], [0.703, 0.452, -0.216], [-2.252, 0.599, 0.363], [2.758, -2.025, -1.299], [1.007, -0.135, 0.452], [-0.307, -0.440, 0.987], [-0.917, 0.278, -0.184], [0.781, -0.011, -0.213], [-0.312, 1.506, 0.475], [-1.190, 1.004, 0.175], [-0.211, -0.254, -0.650]], "lowdin_charge": [-0.07, -0.48, -0.13, -0.40, -0.15, -0.28, 0.12, 0.10, 0.12, -0.03, 0.93, 0.14, 0.14]}

---

Record 11
{"formula": "C4H2FeO2", "method": "ωB97M-V/def2-TZVPD", "e_above_lowest_ev": 5.3148, "s2": 8.754, "spin_multiplicity": 6, "charge": 1, "gap_ev": [8.8, 6.8], "species": ["H", "C", "C", "O", "O", "Fe", "C", "C", "H"], "coordinates": [[-1.07442, -2.15811, -0.42437], [-0.36857, -1.42738, -0.04429], [-0.22522, -0.11304, 0.22222], [0.89030, -1.75908, 0.36871], [1.09494, -0.39531, 0.76656], [2.95596, 0.53724, 0.35301], [-1.11665, 1.78468, -0.46322], [-0.93135, 1.10039, 0.54177], [-1.22499, 2.43062, -1.32040]], "forces_ev_per_angstrom": [[0.243, 0.271, 0.104], [-1.021, 1.337, -0.563], [-0.706, -2.122, 1.753], [1.335, -0.877, 0.275], [0.229, 0.340, 0.039], [-0.041, -0.092, 0.071], [-0.538, 1.053, 0.544], [0.798, 0.124, -2.575], [-0.299, -0.033, 0.353]], "lowdin_charge": [0.15, 0.00, -0.29, 0.01, -0.26, 1.04, 0.24, 0.02, 0.09]}

---

Record 12
{"formula": "C4H2KO4", "method": "ωB97M-V/def2-TZVPD", "e_above_lowest_ev": 0.6697, "s2": 0.760, "spin_multiplicity": 2, "charge": 0, "gap_ev": [5.8, 5.6], "species": ["C", "C", "O", "C", "O", "H", "H", "C", "O", "O", "K"], "coordinates": [[-0.88915, -0.64643, -0.57974], [-0.83990, 0.80118, -0.14342], [-2.75974, 0.40006, -0.49190], [-2.21932, -0.78501, -0.66116], [0.14632, -1.47330, -0.15237], [-0.67891, 1.55356, -0.92768], [-1.07172, 1.11365, 0.88074], [1.22467, -0.78201, 0.26435], [1.04370, 0.49365, 0.35229], [2.32781, -1.32977, 0.28460], [3.71624, 0.65441, 1.17430]], "forces_ev_per_angstrom": [[0.454, 0.976, 1.352], [0.614, -1.094, -0.211], [0.179, -1.486, -0.739], [-0.787, 1.883, 0.409], [0.198, -0.618, 0.005], [-0.215, -0.171, 0.606], [-0.018, -0.114, -0.549], [-0.308, 0.792, -2.342], [0.136, 0.316, 0.617], [0.160, -0.321, 1.053], [-0.412, -0.163, -0.201]], "lowdin_charge": [-0.31, 0.10, -0.12, -0.08, 0.08, 0.12, 0.12, -0.73, -0.11, -0.08, 1.00]}